Record 1
DFT (wB97M-V/def2-TZVPD) results for 2 unconnected molecules or ions with the total composition CH4N3O2 at a distorted geometry.

Structure (XYZ):
```
10
Properties=species:S:1:pos:R:3:forces:R:3
C -0.87260 -1.22158 -0.95509 -2.82 0.89 1.58
N -1.67595 -1.22835 -0.07979 1.46 -0.39 -0.75
N 1.09564 0.83119 -0.28888 1.80 0.47 -2.30
N 0.61168 0.49135 0.83895 -1.20 0.30 1.95
O -0.07821 -0.96477 -1.77154 0.96 -0.81 -1.08
O 1.07662 0.67706 1.93168 0.17 0.18 -0.96
H -2.43243 -1.06287 0.55022 -0.34 -0.38 -0.20
H -0.39204 0.13324 0.81886 1.07 -0.23 -0.34
H 1.99643 1.41526 -0.31263 -1.54 -1.32 0.40
H 0.75254 0.23979 -1.17147 0.44 1.28 1.71
```
Positions in Å, forces in eV/Å.

Calculated values
- ΔE to the lowest compared entry with this formula, charge and spin (kcal/mol) = 16.5
- 2S+1 = 1
- total charge = +1
- frontier orbital gap (eV) = 10.6
- DFT total energy (eV) = -9656.245
- HOMO energy (eV) = -16.80
- F_max (eV Å⁻¹) = 3.35


Record 2
DFT (wB97M-V/def2-TZVPD) results for a gas-phase ion, CH4N3OS (charge +1) at a distorted geometry.

Structure (XYZ):
```
10
Properties=species:S:1:pos:R:3:forces:R:3
C 0.48115 0.76044 -0.80358 1.66 -1.58 -0.10
N -0.58786 0.64751 0.08728 -3.09 4.17 -0.59
N 1.20704 -0.43486 -0.64135 -1.13 -1.56 2.65
N -0.74770 -0.45691 0.91303 0.62 -0.20 1.71
O 0.75550 1.62215 -1.58616 -0.92 -0.57 0.86
S 0.83461 -1.54701 0.82610 -0.93 3.21 -2.58
H -1.53511 1.22385 -0.12498 3.12 -1.78 0.67
H 1.99659 -0.75440 -1.13693 0.95 0.17 -0.88
H -0.84214 -0.17194 1.98853 -0.08 -0.76 -2.81
H -1.56210 -0.88883 0.47806 -0.20 -1.10 1.06
```
Positions in Å, forces in eV/Å.

Calculated values
- ΔE to the lowest compared entry with this formula, charge and spin (kcal/mol) = 60.8
- 2S+1 = 1
- total charge = +1
- frontier orbital gap (eV) = 8.1
- DFT total energy (eV) = -18444.418
- SMILES string = O=C1N[NH2+]SN1
- HOMO energy (eV) = -14.49
- F_max (eV Å⁻¹) = 5.22


Record 3
DFT (wB97M-V/def2-TZVPD) results for CH4N3P in the gas phase at a distorted geometry.

Structure (XYZ):
```
9
Properties=species:S:1:pos:R:3:forces:R:3
C 0.53338 -0.08846 -0.94440 1.42 -0.30 2.96
N -0.78002 -0.58254 -0.96138 -3.37 0.39 0.58
N -1.52352 -0.14745 -0.02032 1.24 -1.51 -1.56
N -0.80940 0.48606 0.92246 -0.79 1.63 2.39
P 0.87102 0.38518 0.84046 0.87 1.45 -1.33
H 1.27907 -0.75369 -1.26079 0.74 -1.32 -0.54
H 0.65875 0.75113 -1.51176 -0.22 2.40 -1.90
H -1.25311 0.86356 1.78674 -0.07 -0.78 -1.55
H 1.02382 -0.91378 1.14899 0.19 -1.95 0.94
```
Positions in Å, forces in eV/Å.

Calculated values
- ΔE to the lowest compared entry with this formula, charge and spin (kcal/mol) = 49.4
- 2S+1 = 1
- frontier orbital gap (eV) = 10.0
- DFT total energy (eV) = -14858.605
- SMILES string = C1N=NNP1
- HOMO energy (eV) = -9.23
- F_max (eV Å⁻¹) = 3.44


Record 4
DFT (wB97M-V/def2-TZVPD) results for 2 unconnected molecules or ions with the total composition CH4N3P at a distorted geometry.

Structure (XYZ):
```
9
Properties=species:S:1:pos:R:3:forces:R:3
C -2.33089 -0.13478 -0.04445 1.01 0.58 0.24
N -3.19370 0.17577 0.68048 0.73 -0.39 -0.72
N 0.80531 1.27569 -0.00957 1.48 -3.82 2.31
N 0.93872 -1.21648 -0.17357 -1.66 -0.25 0.21
P 0.29373 0.13581 -0.99808 -1.42 -1.55 0.06
H 1.33578 1.01617 0.83033 -0.47 0.05 -0.44
H 0.76171 2.19764 -0.11748 -0.70 4.53 -0.91
H 0.36044 -1.46415 0.71754 1.46 0.19 -2.26
H 1.02890 -1.98568 -0.88520 -0.43 0.66 1.51
```
Positions in Å, forces in eV/Å.

Calculated values
- ΔE to the lowest compared entry with this formula, charge and spin (kcal/mol) = 42.8
- 2S+1 = 1
- frontier orbital gap (eV) = 8.4
- DFT total energy (eV) = -14858.892
- HOMO energy (eV) = -9.37
- F_max (eV Å⁻¹) = 4.71


Record 5
DFT (wB97M-V/def2-TZVPD) results for CH4N4 in the gas phase at a distorted geometry.

Structure (XYZ):
```
9
Properties=species:S:1:pos:R:3:forces:R:3
N 1.47235 -0.54140 -1.40202 -0.06 -0.32 -0.54
C -0.84592 0.37130 0.91075 0.16 0.81 1.35
N 0.94322 -0.02121 -0.33335 -1.32 0.27 0.89
N -0.31371 -0.18745 -0.22599 1.63 -0.70 -1.73
N -2.08487 0.26870 1.11289 -0.42 -0.18 -0.18
H 0.89924 -1.03881 -2.08100 0.04 0.16 0.26
H 2.46394 -0.43456 -1.52694 -0.15 0.04 0.11
H -2.41473 0.70212 1.97060 0.38 0.08 0.01
H -0.11952 0.88130 1.57506 -0.26 -0.15 -0.18
```
Positions in Å, forces in eV/Å.

Calculated values
- ΔE to the lowest compared entry with this formula, charge and spin (kcal/mol) = 63.5
- 2S+1 = 1
- frontier orbital gap (eV) = 10.1
- DFT total energy (eV) = -7060.231
- SMILES string = [H]/N=C/N=N/N
- HOMO energy (eV) = -9.50
- F_max (eV Å⁻¹) = 2.48


Record 6
DFT (wB97M-V/def2-TZVPD) results for CH4N4 in the gas phase at a distorted geometry.

Structure (XYZ):
```
9
Properties=species:S:1:pos:R:3:forces:R:3
C 0.02552 0.96265 -0.11742 -0.63 -0.90 1.74
N 1.46456 0.95530 0.00517 0.35 1.36 0.22
N 1.96434 -0.15830 0.01485 0.06 0.10 0.01
N -0.29240 -0.66436 -0.14470 -0.73 4.20 0.36
N 1.00216 -1.12542 0.03908 0.29 -2.52 -0.74
H -0.48226 1.37083 0.86108 0.98 -0.59 -1.98
H -0.15641 1.66039 -0.95482 -0.65 -0.89 0.08
H -0.67795 -0.67558 0.78589 -0.52 -0.54 0.12
H 1.13945 -1.77887 -0.72176 0.86 -0.21 0.19
```
Positions in Å, forces in eV/Å.

Calculated values
- ΔE to the lowest compared entry with this formula, charge and spin (kcal/mol) = 94.0
- 2S+1 = 1
- frontier orbital gap (eV) = 10.4
- DFT total energy (eV) = -7058.910
- SMILES string = C1N=NNN1
- HOMO energy (eV) = -9.44
- F_max (eV Å⁻¹) = 4.27


Record 7
DFT (wB97M-V/def2-TZVPD) results for 2 unconnected molecules or ions with the total composition CH4N4O at a distorted geometry.

Structure (XYZ):
```
10
Properties=species:S:1:pos:R:3:forces:R:3
C 0.36329 -0.39929 -1.01379 0.78 3.01 -0.57
N -2.03590 -0.23137 2.21274 -1.02 0.76 -5.18
N -2.25304 -0.07127 1.11599 -0.24 -1.33 6.08
N -0.00454 1.25998 0.48124 -0.53 1.88 1.32
N -0.58412 0.57866 -0.32878 2.00 -1.02 -0.93
O 1.29252 -1.09566 -0.23944 -0.36 0.95 0.09
H -0.23788 -1.08011 -1.50180 -1.00 -1.49 -1.19
H 0.77474 0.43180 -1.73655 -0.04 -2.06 0.68
H 1.00469 1.07519 0.61435 0.27 -0.25 -0.06
H 1.68024 -0.46793 0.39604 0.13 -0.44 -0.24
```
Positions in Å, forces in eV/Å.

Calculated values
- ΔE to the lowest compared entry with this formula, charge and spin (kcal/mol) = 14.8
- 2S+1 = 1
- frontier orbital gap (eV) = 9.8
- DFT total energy (eV) = -9107.548
- SMILES string = [H]/N=N\CO.N#N
- HOMO energy (eV) = -9.43
- F_max (eV Å⁻¹) = 6.23


Record 8
DFT (wB97M-V/def2-TZVPD) results for CH4N4O in the gas phase at a distorted geometry.

Structure (XYZ):
```
10
Properties=species:S:1:pos:R:3:forces:R:3
C -0.04693 -0.95076 1.28436 -0.17 2.94 3.59
N -1.05126 -1.40605 -0.82628 -0.70 -0.15 0.29
N -0.41076 1.42417 -1.24003 -2.77 -0.77 -0.33
N 0.28088 2.08140 -1.97637 2.74 0.88 -0.49
N -0.60158 -0.78719 0.00583 -0.74 -1.28 -2.17
O 0.16633 0.62948 -0.38145 2.47 1.24 0.65
H 0.37684 0.09534 1.55240 -0.80 -2.19 -0.01
H -0.75538 -1.32871 2.04485 -0.23 0.60 -0.71
H 0.70122 -1.66304 1.32509 1.75 -1.34 -0.67
H 1.34065 1.90535 -1.78841 -1.54 0.06 -0.15
```
Positions in Å, forces in eV/Å.

Calculated values
- ΔE to the lowest compared entry with this formula, charge and spin (kcal/mol) = 99.7
- 2S+1 = 1
- frontier orbital gap (eV) = 9.7
- DFT total energy (eV) = -9103.867
- HOMO energy (eV) = -9.47
- F_max (eV Å⁻¹) = 4.65


Record 9
DFT (wB97M-V/def2-TZVPD) results for 2 unconnected molecules or ions with the total composition CH4N4O3 at a distorted geometry.

Structure (XYZ):
```
12
Properties=species:S:1:pos:R:3:forces:R:3
C 0.21858 -0.23196 -0.11011 -1.08 -1.29 1.01
N -1.04778 0.16239 0.14160 0.05 3.11 -1.70
N 1.19934 0.48156 -0.38301 2.04 -2.21 -0.78
N 4.12159 0.25261 0.06759 -0.60 -2.88 0.08
N 3.47597 -0.64218 -0.19708 0.40 0.20 0.08
O 0.24438 -1.56590 0.03979 -2.29 0.34 0.20
O 3.25404 -1.81644 -0.03165 -0.76 -1.55 -0.05
O 4.49265 1.34621 0.04341 1.14 4.04 -0.09
H -1.42823 1.04421 -0.13651 1.03 0.69 -0.50
H -1.76221 -0.20713 0.63468 -1.70 -2.95 1.95
H 1.07388 1.42908 -0.38017 -0.72 2.78 0.05
H 1.04952 -2.01968 -0.02530 2.48 -0.27 -0.26
```
Positions in Å, forces in eV/Å.

Calculated values
- ΔE to the lowest compared entry with this formula, charge and spin (kcal/mol) = 29.6
- 2S+1 = 1
- frontier orbital gap (eV) = 9.9
- DFT total energy (eV) = -13198.849
- SMILES string = [H]/N=C(\N)O.O=NN=O
- HOMO energy (eV) = -9.68
- F_max (eV Å⁻¹) = 4.20


Record 10
DFT (wB97M-V/def2-TZVPD) results for 2 unconnected molecules or ions with the total composition CH4N4S at a distorted geometry.

Structure (XYZ):
```
10
Properties=species:S:1:pos:R:3:forces:R:3
C -1.50418 -0.85226 0.48135 -0.17 -0.31 0.25
N 1.66793 1.56885 -0.36916 2.15 -0.22 0.93
N -0.77741 -0.45340 -0.52714 -0.43 -0.21 0.26
N -0.36598 0.70901 -0.88125 -0.35 0.10 -1.09
N 2.41434 0.88506 0.13179 -3.06 2.96 -2.05
S 3.36328 -0.08021 0.82012 2.06 -2.15 1.43
H -1.84180 -0.14620 1.21830 -0.01 0.23 -0.05
H -1.77813 -1.88558 0.55565 0.12 -0.22 -0.07
H -0.45904 -1.17987 -1.17263 -0.15 0.17 0.19
H -0.71900 1.43458 -0.25704 -0.17 -0.34 0.21
```
Positions in Å, forces in eV/Å.

Calculated values
- ΔE to the lowest compared entry with this formula, charge and spin (kcal/mol) = 59.4
- 2S+1 = 1
- frontier orbital gap (alpha / beta) (eV) = 8.5 / 8.5
- DFT total energy (eV) = -17893.692
- HOMO energy (alpha / beta) (eV) = -7.83 / -7.83
- F_max (eV Å⁻¹) = 4.73